(1)
94
Properties=species:S:1:pos:R:3:forces:R:3:mulliken_charge:R:1 method="wB97M-V/def2-TZVPD" homo_ev="-9.82 / -9.82" total_charge=+1 orbital_gap_ev="5.988 / 5.988"
W -1.674452 -0.231521 -1.015147 2.0 4.4 -1.2 0.10
C -4.052252 -0.404521 1.108553 -0.1 0.1 -0.1 -1.14
C -3.833852 0.281479 -0.226747 0.0 -0.6 0.1 0.98
C -3.867952 1.694579 -0.333247 -0.6 1.1 -0.9 -0.52
C -4.037552 2.319879 -1.555347 -0.1 0.0 1.5 -0.73
C -4.193652 1.570779 -2.720947 -0.2 -1.4 -0.5 -0.36
C -4.181852 0.189079 -2.654647 -0.6 1.2 -0.7 -0.73
C -4.007952 -0.473021 -1.423847 0.1 -0.1 0.6 -0.59
H -3.517852 -1.359621 1.174353 0.0 0.1 0.1 0.28
H -5.115452 -0.630621 1.230553 0.0 0.0 0.0 0.36
H -3.758552 0.237779 1.939553 0.1 -0.1 0.0 0.33
H -3.823752 2.290979 0.571053 0.1 0.0 0.0 0.33
H -4.081052 3.397179 -1.604047 0.0 0.1 0.0 0.51
H -4.355552 2.065279 -3.666347 0.0 0.0 -0.1 0.49
H -4.387552 -0.391421 -3.543947 0.1 0.0 0.0 0.41
H -4.275352 -1.532721 -1.358447 0.3 0.3 0.0 0.55
C 2.885948 -3.695421 5.470053 -0.2 -0.1 -0.5 -0.86
S 2.182048 -4.233221 3.888253 -0.2 0.3 0.0 0.03
C 1.288748 -2.695821 3.441053 0.3 -0.5 0.1 -0.73
C 0.280748 -3.019121 2.348453 0.1 0.0 0.0 -0.85
C -0.447152 -1.799621 1.776653 -0.2 -0.5 0.2 -1.18
N 0.419648 -0.723621 1.239653 0.1 0.2 -0.2 0.87
P 0.610348 -0.991521 -0.495447 1.2 -0.4 1.1 -0.20
C 1.369348 -2.649321 -0.594447 -0.4 0.2 -0.3 0.61
C 2.691548 -2.819021 -0.185747 -0.1 0.1 0.0 -0.40
C 3.264048 -4.076421 -0.207347 0.1 0.0 0.0 -0.82
C 2.545448 -5.165421 -0.674547 -0.1 0.0 0.0 -0.67
C 1.238648 -4.998521 -1.102147 0.0 -0.1 0.0 -1.04
C 0.644348 -3.749921 -1.045747 -0.2 0.2 0.0 -0.13
C 1.954348 0.083679 -1.049747 -0.3 -0.1 -0.4 1.14
C 3.033848 0.489579 -0.275747 -0.1 -0.2 0.0 0.40
C 4.018648 1.275979 -0.842847 0.1 -0.1 0.0 -1.15
C 3.954848 1.623079 -2.182447 0.0 0.0 0.0 -0.98
C 2.886448 1.205379 -2.960547 0.1 0.1 -0.1 -0.86
C 1.880948 0.445579 -2.393447 0.0 -0.1 0.1 -0.97
P -0.561752 0.747979 1.189353 0.7 -0.3 0.6 0.82
C -0.882652 1.004779 2.976753 -0.3 0.0 -0.2 1.75
C 0.010048 0.500579 3.919453 -0.1 0.0 0.0 -0.67
C -0.128052 0.820379 5.255453 0.0 0.0 0.1 -1.22
C -1.184352 1.611779 5.675953 0.0 0.1 0.0 -0.80
C -2.085352 2.105479 4.748053 0.0 0.1 0.1 -0.81
C -1.926052 1.819079 3.401553 0.0 -0.1 -0.2 -0.98
C 0.730548 2.034079 0.995753 -0.6 0.3 -0.4 0.51
C 0.640048 2.910979 -0.077147 -0.1 -0.2 0.1 0.46
C 1.594948 3.894379 -0.261647 0.0 0.1 0.0 -0.44
C 2.638848 4.022379 0.637553 -0.1 0.0 -0.1 -0.68
C 2.720348 3.165579 1.724253 -0.1 0.0 0.1 -0.85
C 1.769048 2.181179 1.912653 -0.1 0.0 0.0 -0.68
H 3.439948 -4.541621 5.861353 0.1 0.0 0.1 0.37
H 2.081748 -3.429221 6.150353 0.0 0.0 0.1 0.26
H 3.555048 -2.855721 5.306253 0.1 0.1 0.1 0.27
H 2.022948 -1.972121 3.081153 -0.1 0.1 0.1 0.23
H 0.797048 -2.332821 4.345353 0.0 0.1 0.0 0.29
H -0.488652 -3.679721 2.756853 0.0 0.0 0.0 0.65
H 0.795248 -3.564221 1.559053 -0.1 -0.1 0.0 -0.04
H -1.062152 -1.372921 2.579153 0.0 -0.1 -0.3 0.89
H -1.144952 -2.163821 0.981053 0.0 0.0 0.3 0.17
H 3.256348 -1.969121 0.164653 0.1 0.0 0.0 0.41
H 4.276748 -4.208321 0.138253 0.1 0.0 0.0 0.48
H 3.000548 -6.142921 -0.707947 0.1 -0.1 0.0 0.44
H 0.677448 -5.841521 -1.474147 -0.1 -0.1 0.0 0.47
H -0.392752 -3.635721 -1.334847 0.1 -0.1 0.0 0.68
H 3.091048 0.209179 0.765153 0.0 0.0 0.1 0.56
H 4.840248 1.614779 -0.231447 0.1 0.0 0.0 0.48
H 4.749348 2.206179 -2.622247 0.0 0.1 0.0 0.43
H 2.841648 1.474279 -4.004047 0.0 0.0 -0.1 0.50
H 1.032548 0.121279 -2.986547 0.1 0.1 -0.1 0.27
H 0.809048 -0.148121 3.601853 0.1 0.0 0.0 0.61
H 0.587848 0.450979 5.973453 0.1 -0.1 0.1 0.51
H -1.304152 1.845879 6.722353 0.0 0.0 0.1 0.42
H -2.906652 2.725179 5.076353 -0.1 0.0 0.0 0.47
H -2.616952 2.235879 2.681553 -0.1 0.0 -0.1 0.45
H -0.175452 2.777179 -0.774747 0.2 0.2 0.1 -0.78
H 1.514748 4.562579 -1.103947 0.0 0.1 -0.1 0.50
H 3.388748 4.783779 0.491453 0.1 0.1 0.0 0.46
H 3.522948 3.272779 2.437153 0.1 0.0 0.1 0.43
H 1.847048 1.519279 2.760253 0.1 0.0 0.1 0.34
N -1.150452 1.274179 -1.944447 -1.9 -4.8 3.7 1.28
C -1.318752 1.947579 -3.064747 0.4 1.4 -3.1 0.21
C -1.384652 3.358479 -3.110447 0.0 -0.8 0.6 -0.37
C -1.545352 4.012179 -4.309347 -0.1 0.2 -0.4 -0.98
C -1.629952 3.305279 -5.502447 0.0 -0.1 0.2 -0.59
C -1.565752 1.916379 -5.479047 0.0 0.0 -0.3 -0.98
C -1.412152 1.240179 -4.292747 0.1 0.3 0.7 0.29
H -1.335652 3.906279 -2.180347 0.0 0.1 0.0 0.57
H -1.605752 5.089379 -4.314247 0.0 0.1 0.0 0.46
H -1.743852 3.827179 -6.440047 0.0 0.0 -0.1 0.44
H -1.639452 1.356979 -6.401247 0.0 0.0 -0.1 0.48
H -1.354952 0.158079 -4.259447 0.0 0.1 -0.1 0.21
N -1.743052 -1.757121 -2.314347 0.1 -0.4 -0.3 -0.37
C -1.075652 -2.245321 -3.174147 -0.3 -0.3 0.0 0.90
N -0.574752 -2.810121 -4.134747 -1.3 0.2 -0.4 -0.73
C 0.581248 -3.235521 -4.531147 0.8 -0.1 0.2 0.56
N 1.588548 -3.633821 -4.913447 0.6 -0.2 -0.3 -0.54

(2)
88
Properties=species:S:1:pos:R:3:forces:R:3:mulliken_charge:R:1 method="wB97M-V/def2-TZVPD" homo_ev="-11.27 / -12.89" total_charge=+2 orbital_gap_ev="5.050 / 3.357" multiplicity=5
Pt -0.861742 0.437908 -0.477597 -0.6 0.9 1.9 1.17
C 2.045035 0.051715 4.167736 0.3 0.8 -0.6 0.22
C 2.976846 -0.157070 3.216574 -0.2 0.1 1.2 -0.75
C 3.378972 -1.507287 2.674932 0.5 0.6 -0.4 -1.00
C 2.140930 -2.006851 1.912961 0.3 -0.2 -0.5 0.30
C 1.321254 -2.988617 2.678791 0.1 -1.6 0.6 -0.36
C 1.120180 -3.153605 4.005069 0.0 -0.5 -1.2 -0.37
C 1.773746 -2.399440 5.120756 -0.8 0.8 0.6 -1.07
C 1.487714 -0.873318 5.208981 0.0 -0.5 0.5 -0.28
C -2.871436 0.357126 0.197139 -2.1 -0.2 1.7 -1.75
H 1.589353 1.069120 4.218289 0.9 -0.6 0.3 -0.08
H 3.461747 0.697173 2.739868 -0.6 0.0 -0.1 0.39
H 3.774478 -2.225313 3.418620 -0.4 0.4 -0.5 0.42
H 4.166368 -1.351645 1.921894 0.0 -0.1 0.4 0.37
H 1.545336 -1.126478 1.602995 0.1 -0.4 0.1 -0.18
H 2.454136 -2.504510 0.971658 -0.1 0.2 0.4 0.34
H 1.167120 -3.884687 2.058114 -1.1 0.4 0.3 0.26
H 0.502820 -4.020367 4.344199 0.7 0.6 -0.6 0.37
H 2.858618 -2.524021 5.097937 -0.2 -0.3 0.2 0.32
H 1.371389 -2.871502 6.037548 0.5 0.5 -0.2 0.42
H 0.402648 -0.718390 5.270654 0.0 0.0 0.1 0.25
H 1.906537 -0.550669 6.197898 -0.3 0.0 -0.7 0.37
H -3.442289 1.069873 0.813375 -0.2 -0.1 -0.4 0.42
H -2.759579 -0.560030 0.794329 -0.3 0.1 -0.3 0.54
H -3.460410 0.147027 -0.697562 0.1 0.4 -0.1 0.47
P 0.432613 1.354392 -2.103120 2.2 2.7 -1.3 0.35
P -0.916291 -0.882398 -2.297314 0.0 -4.8 -1.8 0.81
C 1.542929 -0.062413 -1.962226 -0.4 -1.2 -0.4 -0.92
C 0.865880 -1.223214 -2.213916 0.8 1.5 -0.6 -1.00
C 0.868932 1.915493 -3.826140 0.0 0.3 -0.5 0.06
C 2.069616 1.557187 -4.481984 -0.2 -0.3 0.2 0.10
C 2.346963 2.008484 -5.774676 -0.1 0.1 0.2 -0.80
C 1.441732 2.842394 -6.434993 -0.1 -0.1 0.3 -0.46
C 0.258417 3.216108 -5.793081 0.1 0.1 0.1 -0.83
C -0.018218 2.774962 -4.495402 0.1 -0.2 0.0 -0.13
C 1.061652 2.628924 -1.010221 0.1 0.6 0.1 0.70
C 0.166642 3.185610 -0.068254 -0.1 -0.3 0.2 -0.78
C 0.700706 3.744575 1.090463 -0.2 1.0 -0.7 -0.62
C 2.037305 4.147268 1.078298 0.2 -0.4 0.0 -0.94
C 2.907730 3.688257 0.087079 0.0 0.3 -0.3 -0.76
C 2.431230 2.882956 -0.956073 -0.2 -0.2 0.7 -0.80
C -1.342052 -1.417086 -4.070023 0.0 0.2 -0.5 0.58
C -0.845829 -0.769220 -5.224180 0.0 0.3 0.4 0.46
C -1.008506 -1.322670 -6.497488 -0.1 -0.1 0.2 -0.82
C -1.678924 -2.541582 -6.661517 0.1 0.2 0.2 -0.47
C -2.196573 -3.184391 -5.536998 0.2 0.2 -0.1 -0.97
C -2.015286 -2.632272 -4.266463 -0.3 -0.2 0.3 -0.42
C -1.524182 -2.300017 -1.353762 -0.6 -0.1 -0.8 0.61
C -2.926081 -2.383577 -1.280457 0.5 0.1 0.7 -0.40
C -3.478558 -3.292510 -0.392727 -0.2 0.1 -0.4 -1.10
C -2.664436 -4.280290 0.161441 0.3 -0.1 0.1 -0.65
C -1.283395 -4.284506 -0.045140 -0.1 0.2 -0.2 -0.59
C -0.690126 -3.241750 -0.752927 -0.2 0.2 0.1 -0.27
H 2.611018 0.135071 -1.868828 -0.1 -0.6 0.1 0.77
H 1.228813 -2.225251 -2.484628 0.2 0.6 0.3 0.94
H 2.798254 0.899815 -4.005251 -0.2 0.1 -0.1 0.37
H 3.273737 1.713307 -6.271825 -0.3 0.1 0.2 0.42
H 1.668291 3.203050 -7.438498 -0.1 -0.1 0.3 0.44
H -0.451132 3.860585 -6.312619 0.2 -0.2 0.2 0.43
H -0.940279 3.077208 -4.000175 0.1 0.0 -0.2 0.41
H -0.936175 3.136491 -0.240170 1.1 -0.1 0.3 1.09
H 0.069839 4.002014 1.940086 0.0 0.3 -0.4 0.78
H 2.371576 4.862691 1.826769 0.2 -0.5 0.1 0.45
H 3.955911 3.972809 0.107188 -0.2 0.0 0.0 0.46
H 3.102109 2.393600 -1.676163 -0.2 0.5 0.3 0.42
H -0.318035 0.177124 -5.114122 -0.1 -0.2 -0.2 0.03
H -0.609805 -0.803806 -7.372844 -0.1 -0.1 0.4 0.43
H -1.790288 -2.983609 -7.658308 0.0 0.2 0.5 0.39
H -2.742850 -4.124073 -5.645687 0.2 0.3 0.1 0.43
H -2.411064 -3.190877 -3.423747 0.1 0.1 -0.2 0.23
H -3.547936 -1.696484 -1.867449 0.2 -0.2 0.4 0.75
H -4.537118 -3.208423 -0.153615 0.1 -0.4 -0.2 0.47
H -3.107586 -5.068114 0.751066 -0.1 0.0 0.1 0.43
H -0.642194 -5.076484 0.324226 -0.2 0.0 0.2 0.47
H 0.400445 -3.156858 -0.829474 -0.6 -0.2 0.1 0.29
C -1.360610 1.214734 1.322601 1.8 -1.0 -2.0 -1.61
C -1.710227 1.891067 2.355735 -1.4 1.2 3.2 1.09
C -1.875298 2.275228 3.734814 0.2 0.0 -1.6 0.59
C -0.695876 2.400900 4.510398 1.6 0.1 1.0 -0.12
C -0.710025 2.267366 5.895085 0.2 0.2 -0.9 -0.41
C -1.943650 2.169620 6.547024 0.4 -0.1 0.1 -0.37
C -3.115128 2.432476 5.831152 -0.6 0.3 -1.2 -0.52
C -3.088514 2.541514 4.433892 -0.8 -0.2 0.9 -0.54
H 0.222881 2.681125 3.984063 -0.2 -0.6 0.2 0.48
H 0.207733 2.286983 6.484937 -0.2 0.0 -0.4 0.46
H -1.954599 1.974528 7.617919 -0.2 0.2 -0.2 0.45
H -4.037698 2.581869 6.394898 0.2 -0.1 -0.4 0.41
H -3.978183 2.847943 3.888195 0.1 -0.5 0.1 0.49